[1]
A structure of composition C14H19NO6Tl at a distorted geometry, computed with ωB97M-V/def2-TZVPD.

XYZ file:
```
41
Properties=species:S:1:pos:R:3:forces:R:3:mulliken_charge:R:1
Tl 0.81479 -1.71450 1.33587 0.185 -0.058 -0.150 0.792
C 0.18389 -1.85777 -3.33552 0.034 -0.269 0.512 -1.342
C 0.61666 -2.69685 -2.10681 0.188 -0.615 -0.596 0.412
C 2.06157 -3.20782 -2.31775 -0.520 0.034 0.145 -1.535
O 0.48838 -2.01440 -0.94617 0.155 0.664 0.536 -0.770
H 0.16966 -2.44980 -4.25110 0.046 -0.091 -0.111 0.418
H 0.86306 -1.01862 -3.46090 0.117 0.182 -0.021 0.301
H -0.81380 -1.46657 -3.15699 -0.153 0.096 -0.006 0.295
H -0.03748 -3.61320 -2.10799 0.170 0.212 -0.064 0.177
H 2.75262 -2.36823 -2.37604 0.040 0.151 -0.060 0.311
H 2.13254 -3.80850 -3.22358 0.136 -0.108 -0.145 0.467
H 2.34245 -3.81218 -1.45715 0.070 -0.125 0.045 0.277
C -4.42586 -2.82891 0.27466 -0.172 -0.284 -0.024 -1.055
N -3.01461 -2.70637 0.55145 -0.142 0.123 -0.131 0.375
C -2.33594 -1.55273 -0.00379 0.547 0.321 0.046 -0.383
C -2.36483 -3.57671 1.31269 -0.550 -0.623 0.271 -0.010
O -1.19865 -3.53161 1.67588 0.262 0.196 -0.080 -0.542
H -4.84752 -1.82722 0.17730 -0.020 -0.122 0.078 0.360
H -4.94377 -3.34903 1.08366 0.046 0.009 -0.052 0.384
H -4.60219 -3.37529 -0.66073 -0.040 0.120 0.047 0.293
H -2.91559 -1.14981 -0.82850 -0.090 -0.035 -0.106 0.399
H -1.33500 -1.82771 -0.36918 -0.326 0.010 -0.111 -0.506
H -2.19504 -0.77576 0.75020 -0.162 0.023 -0.073 0.628
H -3.00553 -4.42793 1.62565 0.015 0.144 0.003 0.271
O -1.94182 2.11651 1.07223 -0.372 0.327 -0.100 -0.733
C -0.84705 1.57317 1.21163 0.392 0.493 0.084 0.255
O -0.62995 0.37272 1.50757 0.323 -0.753 0.092 -0.650
C 0.41067 2.45461 1.10659 -0.293 -0.256 -0.059 0.181
C 1.61686 1.93928 0.65612 -0.195 -0.094 0.095 -0.353
C 2.78448 2.69734 0.66363 0.180 0.366 0.019 -1.089
C 2.68505 3.98475 1.13649 -0.435 0.221 0.139 1.032
O 3.67841 4.94109 1.28360 -0.035 -0.536 -0.230 -0.495
C 3.03163 6.08242 1.79229 0.584 1.090 0.282 -0.216
O 1.65943 5.83202 1.95342 -0.436 -0.386 -0.027 -0.489
C 1.46922 4.51869 1.55202 0.475 -0.267 -0.177 1.039
C 0.31558 3.77761 1.54012 0.150 0.232 0.051 -1.088
H 1.64193 0.91968 0.29504 0.012 -0.010 0.014 0.248
H 3.72436 2.29781 0.31754 0.115 -0.042 -0.036 0.426
H 3.17171 6.92813 1.09498 -0.059 -0.241 0.108 0.224
H 3.47465 6.35176 2.76878 -0.117 -0.136 -0.214 0.226
H -0.63497 4.16992 1.86277 -0.127 0.034 0.007 0.467
```
Forces are in eV/Å.

Values from the calculation:
* charge: -1
* Kohn-Sham gap: 7.5 eV

***

[2]
A structure of composition C14H20AsClN4O2ReS5 at a distorted geometry, computed with ωB97M-V/def2-TZVPD.

XYZ file:
```
48
Properties=species:S:1:pos:R:3:forces:R:3:mulliken_charge:R:1
Re -1.55173 -0.30055 -0.62528 -0.409 -0.509 -0.788 0.744
S -3.36701 -3.81862 -3.32707 0.057 0.111 -0.086 -0.024
As -3.05699 -2.94696 -1.39713 0.061 -0.227 0.125 0.802
S -0.95616 -2.44997 -0.75620 -0.014 0.049 -0.029 -0.145
S -3.88110 -1.11464 -0.63082 0.206 0.091 0.031 -0.184
S -3.89090 -4.91351 -1.51461 -0.007 -0.001 0.141 -0.054
C 3.05011 0.31262 -3.40940 -0.009 -0.004 0.012 -1.113
C 2.05109 -0.72451 -2.92676 0.032 0.034 -0.017 -0.334
N 2.35008 -1.16694 -1.54741 -0.012 -0.015 -0.031 0.022
C 1.81536 -0.72399 -0.43665 -0.036 -0.011 -0.084 0.421
S 0.56997 0.56340 -0.48414 0.073 -0.075 0.194 -0.278
N 2.18552 -1.14444 0.75643 0.048 0.036 0.005 -0.130
C 3.31694 -2.06620 1.01180 0.023 -0.006 -0.009 -0.811
C 4.66578 -1.36526 0.94745 -0.012 0.005 -0.008 -0.939
H 2.81008 0.60282 -4.43142 -0.002 -0.006 -0.001 0.404
H 4.06384 -0.08774 -3.41239 -0.001 0.002 0.006 0.377
H 3.03087 1.20564 -2.78303 -0.003 -0.001 -0.006 0.299
H 2.07414 -1.61756 -3.54937 -0.001 -0.011 0.004 0.389
H 1.03076 -0.34335 -2.94134 -0.009 -0.011 0.008 0.048
H 3.14832 -1.78519 -1.45427 -0.002 -0.003 -0.001 0.253
H 1.81587 -0.64089 1.54972 -0.037 -0.022 0.002 0.257
H 3.24359 -2.89422 0.30371 -0.011 -0.010 0.010 0.378
H 3.14261 -2.49152 1.99761 -0.006 0.010 0.007 0.409
H 4.87317 -0.94690 -0.03883 -0.002 0.008 0.006 0.308
H 5.45386 -2.08100 1.17623 -0.003 -0.009 -0.005 0.367
H 4.72121 -0.56059 1.67965 0.005 -0.004 0.000 0.338
N -2.70539 -0.31629 3.38761 -0.003 0.042 0.089 0.060
C -2.49667 -0.83796 2.20421 -0.055 0.128 -0.092 -0.329
N -1.85105 0.02584 1.38574 -0.184 0.200 -0.049 0.262
C -1.64495 1.20638 2.15984 0.228 -0.129 0.018 0.921
C -0.97107 2.39508 1.89520 -0.017 0.004 0.027 -0.339
C -0.93143 3.33612 2.90997 -0.008 -0.003 0.015 -1.090
C -1.52591 3.11028 4.15778 0.009 0.015 -0.004 -0.551
C -2.16270 1.91834 4.44197 -0.027 0.001 0.039 -0.980
C -2.19902 0.98575 3.41827 0.010 -0.051 -0.024 0.535
H -3.15548 -0.79778 4.15717 0.000 -0.002 -0.005 0.287
H -2.80288 -1.83315 1.93295 -0.017 0.000 -0.011 0.533
H -0.48619 2.59812 0.95419 -0.018 0.049 0.002 0.393
H -0.42202 4.27392 2.73494 0.000 0.000 -0.001 0.452
H -1.47317 3.87827 4.91692 0.005 0.002 -0.002 0.449
H -2.60132 1.72323 5.41142 0.000 0.004 -0.002 0.458
Cl -2.40623 2.19315 -0.92152 -0.041 0.060 0.086 -0.016
C -2.19202 2.31924 -2.69921 0.008 -0.017 -0.003 -0.284
C -2.19508 0.94492 -3.32882 -0.178 0.096 -0.125 0.503
O -2.47761 0.70768 -4.44288 0.054 -0.063 0.029 -0.383
O -1.76659 -0.05952 -2.46320 0.340 0.222 0.548 -0.387
H -1.23511 2.80868 -2.87541 -0.019 0.034 -0.031 0.283
H -3.00741 2.91976 -3.09361 -0.017 -0.011 0.011 0.418
```
Forces are in eV/Å.

Values from the calculation:
* charge: +3
* Kohn-Sham gap: 5.7 eV

***

[3]
A structure of composition C14H20BBr10F18O8P3Zr at a distorted geometry, computed with ωB97M-V/def2-TZVPD.

XYZ file:
```
75
Properties=species:S:1:pos:R:3:forces:R:3:mulliken_charge:R:1
Zr 0.93551 3.13411 -0.52365 -0.749 -2.411 0.278 2.322
P -1.20403 1.11104 -0.07372 -5.046 -4.117 1.925 1.354
F -0.66912 2.33335 0.82465 1.107 1.320 2.759 -0.180
F 0.32443 0.99802 -0.53035 5.755 -4.909 2.623 -0.643
F -1.16316 0.08059 1.23247 0.119 2.305 -3.360 -0.093
F -1.66446 0.06202 -1.20964 0.435 0.242 1.978 -0.374
F -2.71366 1.67969 0.13838 1.769 -1.156 -0.061 -0.379
F -0.91025 2.12964 -1.23241 -3.664 6.511 -5.500 -0.420
P -0.43651 5.70150 0.38605 -2.149 2.602 2.600 1.008
F -1.25236 4.41184 -0.21171 -3.402 -1.185 1.827 -0.174
F 0.37437 5.14514 -0.88716 4.416 1.893 -7.176 -0.271
F -1.39250 6.63582 -0.37442 0.258 0.518 0.478 -0.288
F 0.77160 6.77168 0.58871 -2.157 -0.368 0.126 -0.333
F -1.07311 5.65723 1.89160 0.191 1.128 -2.767 -0.316
F 0.56338 4.63443 0.96279 3.784 -4.436 4.603 -0.274
P 2.62097 2.59208 -2.99867 2.931 -2.525 -6.366 1.241
F 1.17119 1.96809 -2.56122 -2.405 -3.843 -1.274 -0.388
F 2.78186 2.41134 -1.43321 2.888 -0.726 5.076 -0.241
F 3.38873 1.23361 -3.33247 -1.139 0.793 0.930 -0.285
F 3.97213 3.43616 -3.08287 -1.341 -0.148 0.176 -0.310
F 2.20607 2.76681 -4.54459 0.114 0.226 1.845 -0.344
F 1.74564 3.80088 -2.52761 -1.013 7.268 0.525 -0.315
O 7.07532 1.60539 4.92574 -0.165 -0.397 0.171 -0.578
C 5.90448 1.35406 4.82152 3.853 3.079 3.190 0.628
O 5.39011 0.67676 3.90348 -3.009 -2.499 -4.156 -0.480
B 3.97507 1.00379 3.83773 0.249 -1.466 3.030 1.013
O 3.73261 1.64021 5.18414 -4.678 -0.915 -2.574 -0.452
C 4.81728 1.97734 5.69280 4.660 2.917 3.763 0.612
O 5.05819 2.72944 6.64423 -1.079 -1.909 -2.088 -0.624
O 3.63843 1.92387 2.76363 -3.116 1.301 -4.008 -0.485
C 2.59925 1.49859 2.03207 2.402 3.002 0.216 0.230
O 2.00684 2.12992 1.05679 1.535 -0.390 1.930 -0.177
C 2.28532 0.15763 2.56791 -2.948 -4.018 0.579 0.612
O 3.02606 -0.12446 3.65632 -0.407 1.078 -2.169 -0.457
O 1.38616 -0.54712 2.09819 2.434 1.847 0.795 -0.260
Br 1.41992 -1.18648 -2.23301 0.278 -0.648 -0.470 -0.043
C 1.93562 -2.42087 -3.69521 -0.944 -1.261 -0.164 -0.702
C 0.66646 -2.91396 -4.50708 1.633 1.013 -0.252 -0.171
Br 1.14997 -4.28737 -5.86429 0.032 0.437 0.756 -0.153
H 2.37315 -3.29817 -3.21877 0.075 0.235 0.164 0.387
H 2.71634 -1.91300 -4.26145 -0.441 -0.022 -0.188 0.498
H 0.33779 -2.08069 -5.12815 -0.346 -0.404 0.303 0.237
H -0.11415 -3.33755 -3.87515 0.177 0.177 -0.144 -0.019
Br -1.14452 -0.65263 5.88660 0.551 -0.929 -1.453 -0.184
C -0.35129 -1.78358 4.38455 1.946 -0.050 0.957 -0.149
C 1.06086 -2.40094 4.85665 -2.046 0.405 -0.268 -0.516
Br 0.68744 -3.96583 5.96621 0.294 0.152 -0.211 -0.152
H -0.12748 -1.19711 3.49344 -0.349 0.521 0.475 -0.203
H -1.04204 -2.55983 4.05530 -0.041 0.052 0.664 0.538
H 1.68273 -1.73024 5.44955 -0.385 0.059 -0.089 0.465
H 1.61828 -2.69272 3.96657 -0.091 -0.227 0.198 0.184
Br -1.18796 -0.07268 -4.37767 -0.836 0.367 0.372 -0.141
C -3.11604 -0.20955 -3.91883 -0.381 0.222 -0.786 -0.447
C -3.87718 0.55178 -5.08902 0.870 -1.257 1.496 -0.605
Br -5.78865 -0.01773 -5.08735 1.158 0.552 -0.119 -0.187
H -3.29494 0.12409 -2.89669 0.179 0.812 -0.349 0.225
H -3.30963 -1.27564 -3.80015 -0.098 -0.025 -0.867 0.401
H -3.35370 0.29248 -6.00925 -0.695 -0.309 -0.129 0.389
H -3.73557 1.62664 -4.97617 -0.607 -0.070 0.218 0.386
Br -6.41749 -1.88084 -1.30306 0.764 -0.039 0.276 -0.176
C -5.14567 -2.49823 0.09760 -0.219 -0.762 -0.623 -0.402
C -4.26673 -1.40096 0.58671 -0.100 1.341 0.861 0.259
Br -3.13525 -1.96013 2.08187 -0.354 -0.528 0.096 -0.148
H -4.52700 -3.29912 -0.30730 -0.333 -0.019 -0.262 0.177
H -5.84266 -2.91433 0.82503 0.467 0.251 0.253 0.413
H -4.86598 -0.59153 1.00364 0.056 -0.007 -0.069 0.441
H -3.53053 -0.94876 -0.07783 -0.501 -0.486 -0.486 -0.473
Br 0.46662 -3.67842 1.67959 -0.808 -0.511 -0.687 -0.120
C -0.87692 -4.44702 0.42324 0.271 0.051 -0.689 -0.556
C -0.82922 -3.58885 -0.83107 0.083 0.434 0.128 -0.050
Br -2.25597 -4.13049 -2.17082 1.000 0.449 0.992 -0.241
H -1.88281 -4.41696 0.84202 0.345 0.057 0.381 0.319
H -0.57169 -5.47224 0.21379 -0.024 0.128 0.199 0.466
H 0.14512 -3.54974 -1.31812 -0.201 -0.754 -0.237 0.405
H -0.94107 -2.54128 -0.55144 -0.811 -0.018 -0.172 -0.231
```
Forces are in eV/Å.

Values from the calculation:
* charge: 0
* Kohn-Sham gap: 5.6 eV
* energy above the lowest of the compared OMol25 structures with the same formula, charge and spin: 141.2 kcal/mol

***

[4]
A structure of composition C14H20BBr30N3O5P at a distorted geometry, computed with ωB97M-V/def2-TZVPD.

XYZ file:
```
74
Properties=species:S:1:pos:R:3:forces:R:3:mulliken_charge:R:1
N 0.47860 3.47985 -0.54731 0.515 -0.713 0.019 -0.161
B -0.11646 2.39582 -1.33038 0.092 0.458 -0.163 0.531
O -1.17999 2.60984 -2.14513 0.342 -0.593 -0.926 -0.520
C 0.41029 0.87155 -1.20033 -0.373 -0.339 0.490 0.550
C 1.68041 0.40632 -1.78060 -0.028 -0.551 -0.226 -0.021
N 1.71158 -0.88679 -1.95964 0.297 1.133 -0.108 0.213
P 3.00378 -1.97075 -2.65099 -0.632 -0.288 -0.322 0.083
O 4.11338 -0.82120 -2.68847 0.667 0.234 0.137 -0.295
O 3.35068 -2.75210 -1.30550 -0.251 -0.088 0.683 -0.415
C 0.42271 -1.50451 -1.58380 -0.972 -0.395 -0.850 -0.399
O 0.59924 -2.24039 -0.41852 0.353 -0.149 0.650 -0.072
N 0.11704 -3.65803 -0.58478 0.544 -0.448 0.076 0.118
O 0.62228 -4.35145 0.17886 -0.542 0.840 -0.357 -0.156
C -0.51953 -0.30407 -1.50081 -0.057 -0.240 0.668 -0.325
H 1.45204 3.60352 -0.83802 -0.112 0.334 -0.003 0.048
H 0.57516 3.13734 0.41619 -0.011 0.305 -0.110 0.002
H -1.03156 3.17765 -2.91618 -0.369 0.372 0.539 0.298
H 0.64051 0.77978 -0.12203 0.106 0.176 0.136 0.051
H 2.50792 1.06000 -2.04171 0.243 -0.359 0.065 -0.124
H 4.97693 -1.25538 -2.53705 -0.122 0.433 -0.084 0.176
H 3.19052 -2.25428 -0.47962 0.237 -0.350 -0.167 0.349
H 0.12344 -2.17465 -2.40217 0.058 -0.040 0.200 0.706
H -1.21229 -0.41742 -0.66823 -0.252 -0.245 -0.243 -0.058
H -1.05979 -0.23465 -2.44245 -0.040 0.388 0.046 0.315
C 4.30824 3.85421 -3.84777 -0.077 -0.022 0.095 -0.365
Br 5.92976 3.02295 -4.39206 0.016 0.142 -0.307 0.070
Br 2.81967 3.54469 -5.00903 0.013 -0.060 -0.167 -0.012
Br 3.88617 3.24160 -2.06390 0.025 0.190 0.386 -0.070
H 4.46641 4.92137 -3.78486 -0.033 0.034 0.024 0.401
C -0.02690 6.99714 -4.42607 0.022 0.076 -0.040 -0.361
Br 0.67716 6.15609 -2.83433 -0.117 -0.082 -0.034 0.067
Br 0.93131 8.59764 -4.85237 0.072 -0.008 -0.013 0.012
Br -0.09536 5.81032 -5.93764 -0.043 -0.109 0.057 -0.077
H -1.04703 7.27370 -4.20092 -0.025 0.003 0.001 0.371
C 1.19324 -3.47288 3.49498 -0.128 0.021 -0.235 -0.229
Br 2.35101 -1.98554 3.10828 0.326 0.083 -0.037 -0.091
Br 1.71769 -4.42080 5.06778 0.100 0.079 0.126 -0.030
Br -0.61444 -2.84543 3.55005 -0.257 -0.063 0.084 0.159
H 1.26529 -4.15487 2.66140 0.072 -0.052 0.009 0.236
C -4.11042 -0.69498 2.08520 0.089 0.014 0.000 -0.421
Br -3.57312 -1.96653 0.75149 0.004 -0.074 -0.142 -0.024
Br -3.79371 -1.38388 3.84642 -0.071 0.000 0.107 -0.013
Br -3.24198 1.00394 1.82984 -0.009 -0.011 -0.031 -0.001
H -5.17274 -0.53676 1.97439 -0.041 -0.004 0.000 0.398
C -1.73744 -6.03108 6.42963 0.071 0.052 0.018 -0.296
Br -1.95999 -7.47046 7.67548 -0.040 -0.047 0.025 -0.019
Br -1.28937 -6.67308 4.67973 -0.060 -0.158 -0.168 -0.004
Br -3.28394 -4.89369 6.37067 -0.113 0.055 -0.006 -0.016
H -0.90749 -5.43101 6.77324 0.018 0.048 -0.001 0.296
C -6.15963 -8.23858 4.93446 0.029 0.068 0.070 -0.132
Br -6.78344 -9.78832 5.87362 -0.023 -0.055 0.033 -0.007
Br -5.29286 -8.70811 3.28688 0.087 -0.112 -0.060 -0.038
Br -7.56796 -6.96984 4.63462 -0.049 0.071 -0.002 -0.008
H -5.41970 -7.75702 5.55872 0.013 0.004 -0.011 0.174
C -1.06498 9.64128 -1.37931 0.096 -0.027 0.017 0.414
Br -2.97943 9.64824 -1.27136 -0.097 -0.025 -0.010 -0.006
Br -0.39968 11.11197 -2.40698 -0.036 0.206 -0.040 -0.006
Br -0.25290 9.59617 0.35916 0.016 -0.075 0.111 -0.010
H -0.77361 8.73259 -1.88520 0.036 -0.047 -0.013 -0.411
C 8.95468 0.25569 -3.57834 0.081 -0.065 -0.082 -0.362
Br 9.86558 -1.16741 -4.46949 0.056 -0.074 -0.033 0.007
Br 9.13255 1.91599 -4.53481 0.065 -0.089 0.044 -0.049
Br 7.09124 -0.18358 -3.29487 0.187 0.115 -0.040 0.166
H 9.40985 0.38425 -2.60794 -0.051 0.032 0.056 0.380
C -0.11081 4.65552 3.18760 0.019 0.056 -0.091 -0.412
Br 1.75196 5.10604 3.10166 0.085 0.038 -0.006 -0.017
Br -1.14996 5.67075 1.94392 -0.064 0.116 -0.019 0.038
Br -0.37209 2.76458 2.92017 -0.003 -0.175 0.110 -0.055
H -0.46106 4.88267 4.18343 0.002 -0.009 0.039 0.414
C -6.25924 -6.28562 0.06866 -0.028 -0.052 0.033 -0.276
Br -5.97208 -5.96484 -1.80278 0.012 0.008 -0.081 -0.042
Br -4.78459 -5.65651 1.12292 0.138 0.105 0.049 0.086
Br -7.91624 -5.53470 0.67058 -0.078 0.039 0.012 -0.005
H -6.32010 -7.35505 0.20815 -0.001 -0.033 0.014 0.286
```
Forces are in eV/Å.

Values from the calculation:
* charge: +1
* Kohn-Sham gap: 7.5 eV
* energy above the lowest of the compared OMol25 structures with the same formula, charge and spin: 0.0 kcal/mol